No. 1
{
  "formula": "C20H61N3O10",
  "method": "ωB97M-V/def2-TZVPD",
  "species": ["C", "O", "H", "H", "H", "H", "C", "O", "H", "H", "H", "H", "C", "O", "H", "H", "H", "H", "C", "O", "H", "H", "H", "H", "C", "O", "H", "H", "H", "H", "C", "O", "H", "H", "H", "H", "C", "O", "C", "C", "N", "C", "C", "O", "C", "H", "H", "H", "H", "H", "H", "H", "H", "H", "H", "H", "H", "H", "H", "H", "C", "C", "C", "O", "C", "N", "H", "H", "H", "H", "H", "H", "H", "H", "H", "H", "H", "C", "C", "C", "O", "C", "N", "H", "H", "H", "H", "H", "H", "H", "H", "H", "H", "H"],
  "xyz": [[0.46903, 3.56566, -0.80296], [0.82076, 2.24496, -0.92264], [1.33140, 4.23030, -0.85468], [-0.24846, 3.96155, -1.52170], [0.07144, 3.69047, 0.20423], [0.18084, 1.55734, -0.72444], [1.60169, -1.96511, -1.24155], [2.39383, -2.80929, -0.43344], [1.48975, -1.02538, -0.70076], [2.12667, -1.60396, -2.12589], [0.64319, -2.35278, -1.58668], [2.62526, -2.33478, 0.36835], [-2.20219, 3.35194, 5.11819], [-1.43290, 2.78954, 4.07473], [-2.42952, 4.41797, 5.12180], [-3.17597, 2.87631, 5.23489], [-1.64849, 3.08391, 6.01801], [-0.66492, 3.31592, 3.84077], [-1.76722, 0.82543, 1.18376], [-1.09115, 0.26674, 0.10504], [-1.31436, 0.52301, 2.12798], [-1.79269, 1.89724, 0.98713], [-2.75481, 0.38496, 1.32071], [-0.91013, -0.64858, 0.33091], [-1.45161, -3.30297, 0.66258], [-0.65283, -2.21796, 1.06574], [-1.70303, -3.81366, 1.59215], [-2.29233, -2.88836, 0.10635], [-0.73893, -4.00055, 0.22261], [-0.00204, -2.55904, 1.68360], [-4.38739, 1.55230, -1.54098], [-5.26392, 1.23590, -2.60506], [-4.84850, 1.26476, -0.59610], [-3.38463, 1.16370, -1.71863], [-4.10474, 2.60490, -1.52520], [-4.91297, 0.54821, -3.17560], [2.15060, 0.41572, 2.16492], [2.96916, -0.71657, 1.77403], [4.29628, -0.37511, 1.36068], [5.12417, -1.53321, 0.80478], [6.54906, -1.21724, 0.72002], [6.82908, -0.16134, -0.25418], [8.26937, 0.32049, -0.02851], [9.34123, -0.44358, -0.36232], [9.46533, -0.84606, -1.73667], [2.09904, 1.16582, 1.37576], [2.40532, 0.68373, 3.19029], [1.13018, 0.05275, 2.28768], [4.71376, 0.03451, 2.28048], [4.23948, 0.34063, 0.54057], [4.73162, -1.99559, -0.10087], [4.98517, -2.37004, 1.48925], [7.07156, -1.26362, 1.58313], [6.20870, 0.68378, 0.04417], [6.63776, -0.40114, -1.30012], [8.25436, 0.55179, 1.03655], [8.39620, 1.28128, -0.52738], [9.52783, 0.08324, -2.30290], [8.57531, -1.35304, -2.10940], [10.32914, -1.49955, -1.85864], [-7.44452, -0.04043, 3.97152], [-6.06537, 0.64993, 3.98229], [-4.87655, -0.20516, 3.40079], [-4.73283, -1.40919, 4.19325], [-3.83060, -2.29342, 3.75181], [-6.23673, 1.85544, 3.22967], [-8.18107, 0.47285, 4.58970], [-7.42095, -1.08653, 4.27679], [-7.92780, 0.07334, 3.00115], [-5.97717, 0.66705, 5.06858], [-3.93770, 0.32333, 3.56621], [-4.85312, -0.39929, 2.32847], [-2.83598, -1.93214, 4.01320], [-3.84727, -2.48614, 2.67912], [-3.94835, -3.29316, 4.16987], [-6.91943, 2.34621, 3.78929], [-5.39507, 2.41026, 3.16755], [-0.27220, 0.26531, -7.59303], [-0.35024, 0.11586, -6.05727], [-0.86194, -1.22886, -5.46587], [-0.49087, -1.47503, -4.13262], [-1.21410, -0.79805, -3.10358], [1.00524, 0.28895, -5.61933], [-1.28953, 0.27946, -7.98411], [-0.01508, -0.60683, -8.19417], [0.33656, 1.12522, -7.87243], [-0.96398, 0.87937, -5.57927], [-0.51704, -2.07223, -6.06410], [-1.94830, -1.22238, -5.55479], [-1.11962, -1.30592, -2.14377], [-2.27198, -0.94748, -3.31961], [-1.01486, 0.27027, -3.01946], [1.58841, -0.35366, -6.13612], [0.95219, -0.13526, -4.70426]],
  "forces_ev_per_a": [[-0.8, 0.8, 1.2], [1.8, -1.1, -1.1], [0.3, -0.4, -0.2], [-0.2, -0.3, -0.2], [-0.4, 0.6, 0.2], [-0.8, 0.3, 0.3], [0.6, 1.6, 0.1], [-0.2, -0.9, -0.4], [-0.8, 0.1, 0.1], [0.3, -0.5, -0.4], [0.1, -0.4, 0.5], [-0.2, 0.3, 0.2], [0.5, -0.4, 1.3], [-0.7, -0.1, -1.0], [0.5, 0.2, -0.5], [0.1, -0.4, -0.6], [-0.3, 0.5, 0.5], [-0.1, 0.3, 0.3], [-0.4, -0.3, 0.6], [0.3, 0.1, -1.1], [0.6, 0.7, 0.2], [-0.2, 0.0, 0.6], [-0.6, 0.4, -0.5], [0.4, -0.6, 0.0], [1.1, -0.6, 1.2], [0.4, 1.2, 0.4], [-1.1, -0.1, -0.1], [0.2, -0.6, -0.2], [-0.7, -0.2, -1.2], [0.2, 0.3, -0.1], [0.8, 0.1, -0.5], [-0.4, 0.3, -0.2], [0.4, -0.1, 0.1], [-0.1, -0.9, 0.4], [-0.9, 0.5, 0.0], [0.2, 0.1, 0.2], [0.0, -1.6, -0.1], [-0.7, -0.4, -0.7], [-0.8, 0.4, -0.1], [0.2, -1.1, 1.7], [-1.2, -0.9, -1.7], [1.1, 0.0, 1.6], [-1.6, 1.7, -0.3], [1.4, -2.5, -0.2], [-0.8, 1.0, 0.7], [0.4, 0.4, 0.3], [0.5, 0.8, -0.2], [-0.1, -0.3, -0.3], [0.9, 0.3, -0.3], [-0.1, 0.7, 0.3], [0.1, 0.7, -0.5], [0.3, -0.1, 0.4], [-0.1, 0.4, -0.3], [0.1, 0.5, -0.6], [-0.2, -0.5, 0.1], [0.7, -0.2, 0.2], [-0.3, 0.5, -0.2], [0.4, 0.0, -0.5], [-0.1, -0.3, 0.2], [0.0, 0.3, 0.2], [-0.4, -0.3, -1.0], [-0.4, -2.8, -0.5], [0.2, -0.1, 1.7], [-3.1, 1.8, 0.2], [2.1, -1.3, -0.8], [0.1, 0.4, 0.4], [0.4, 0.2, 0.6], [0.1, 0.1, 0.0], [0.3, -0.5, -0.4], [1.3, 0.9, 0.3], [0.2, 0.6, 0.1], [-0.8, -0.3, -0.2], [0.6, -0.2, -0.1], [-0.1, 0.3, -0.5], [-0.3, 0.2, 0.5], [-0.1, 0.8, -0.4], [0.1, 0.2, 0.2], [-2.1, -0.7, 0.1], [0.8, -0.8, -0.6], [-1.0, 0.3, -1.1], [0.6, 0.1, 0.8], [-1.0, -0.5, -0.7], [0.6, 0.2, 1.1], [-0.3, 1.1, -0.1], [1.2, -0.4, 0.7], [-0.3, -0.1, 0.0], [0.0, 0.4, -0.4], [0.3, -0.1, 0.1], [-0.4, -0.2, 0.1], [0.7, 0.1, -0.2], [-0.4, 0.4, -0.2], [0.3, 0.0, 0.0], [0.2, -0.1, -0.3], [0.9, 0.2, 0.7]],
  "e_tot_ev": -46666.61571,
  "homo_energy_ev": -8.50,
  "smiles": "COC[C@H](C)N.COC[C@H](C)N.COCCNCCOC.CO.CO.CO.CO.CO.CO",
  "total_charge": 0,
  "gap_ev": 8.911,
  "relative_energy_kj_mol": 146.4
}

---

No. 2
{
  "formula": "C20H62N2O10",
  "method": "ωB97M-V/def2-TZVPD",
  "species": ["C", "C", "O", "H", "H", "H", "H", "H", "H", "C", "C", "O", "H", "H", "H", "H", "H", "H", "C", "C", "O", "H", "H", "H", "H", "H", "H", "C", "C", "O", "H", "H", "H", "H", "H", "H", "C", "C", "C", "O", "C", "N", "H", "H", "H", "H", "H", "H", "H", "H", "H", "H", "H", "C", "C", "C", "O", "C", "N", "H", "H", "H", "H", "H", "H", "H", "H", "H", "H", "H", "C", "O", "H", "H", "H", "H", "C", "O", "H", "H", "H", "H", "C", "O", "H", "H", "H", "H", "C", "O", "H", "H", "H", "H"],
  "xyz": [[0.62040, 14.70536, -23.55261], [1.24170, 13.35408, -23.55567], [2.24913, 13.31950, -22.52333], [-0.35712, 14.57062, -24.01564], [1.22056, 15.48126, -24.02790], [0.52126, 15.00709, -22.50991], [1.58677, 13.07191, -24.55036], [0.55463, 12.53662, -23.33708], [2.89706, 12.61913, -22.62951], [-0.27976, 13.48673, -14.69562], [-0.51748, 12.74632, -16.02847], [0.27574, 11.60542, -16.17976], [-0.24541, 12.72264, -13.91904], [-1.08565, 14.18437, -14.46774], [0.68111, 13.99593, -14.62115], [-0.23653, 13.37588, -16.87276], [-1.54180, 12.38038, -16.09877], [-0.05960, 11.04786, -16.88565], [3.55065, 13.37997, -16.73644], [4.30502, 12.26833, -17.40004], [5.67331, 12.30793, -17.21779], [2.50898, 13.14935, -16.95969], [3.74503, 14.37110, -17.14630], [3.80938, 13.23920, -15.68699], [4.10084, 12.18546, -18.46753], [4.04582, 11.23447, -17.17188], [5.89457, 11.43943, -16.87378], [3.09197, 17.75801, -20.53993], [2.77386, 16.46849, -21.25038], [2.27938, 15.37715, -20.46461], [3.28584, 18.45061, -21.35896], [4.06612, 17.73431, -20.05150], [2.31491, 18.16987, -19.89600], [3.73084, 16.12611, -21.64416], [2.21586, 16.69872, -22.15797], [2.34644, 14.57722, -20.99113], [-1.28212, 7.82124, -21.38205], [-2.53918, 8.45161, -20.71400], [-3.52596, 8.91218, -21.70355], [-4.42165, 9.76787, -21.03221], [-5.76084, 9.67375, -21.40697], [-2.96641, 7.57516, -19.71817], [-0.52170, 7.63287, -20.62416], [-0.75762, 8.41780, -22.12845], [-1.58936, 6.91809, -21.90933], [-2.20206, 9.30797, -20.12996], [-4.08131, 8.03772, -22.04267], [-3.21821, 9.52969, -22.54740], [-6.11209, 8.68610, -21.10817], [-6.14426, 10.06344, -22.34996], [-6.33504, 10.26852, -20.69658], [-2.13838, 7.37665, -19.17497], [-3.54611, 8.02727, -19.02561], [3.41868, 9.77410, -14.78256], [3.51005, 8.90867, -16.05415], [3.91774, 7.42713, -15.88976], [2.90798, 6.57573, -15.35222], [3.13109, 5.16958, -15.35549], [2.23711, 8.91321, -16.68047], [4.37326, 9.82462, -14.25879], [2.80725, 9.29306, -14.01912], [2.97007, 10.75714, -14.92567], [4.20013, 9.23069, -16.83402], [4.70674, 7.31515, -15.14609], [4.45742, 6.98690, -16.72824], [2.45584, 4.38353, -15.01746], [4.08651, 4.96192, -14.87368], [3.28877, 4.82534, -16.37762], [1.69697, 8.31783, -16.06902], [1.83294, 9.82167, -16.50314], [-3.11112, 12.05866, -19.02078], [-4.49675, 11.84719, -19.38585], [-2.86827, 12.89028, -19.68225], [-3.14967, 12.25749, -17.94976], [-2.46806, 11.19593, -19.19475], [-4.46328, 11.29625, -20.17131], [2.35028, 8.70266, -20.42134], [1.57821, 8.19713, -19.32808], [1.78100, 8.57107, -21.34151], [2.54447, 9.77479, -20.39078], [3.36466, 8.32213, -20.54104], [2.14399, 8.39678, -18.57866], [0.77158, 11.56402, -20.28772], [0.34719, 10.64797, -19.20949], [0.94152, 11.06717, -21.24290], [0.07667, 12.36405, -20.54298], [1.73640, 11.91954, -19.92602], [0.82781, 9.81937, -19.14603], [-0.15714, 5.95679, -17.32833], [-0.49771, 7.21415, -17.82184], [0.77227, 6.14340, -16.79031], [-0.82446, 5.63857, -16.52738], [-0.07275, 5.10860, -18.00772], [0.32154, 7.41953, -18.27817]],
  "forces_ev_per_a": [[-0.4, 0.0, 0.5], [0.7, -1.2, 0.2], [0.2, 0.3, -0.2], [-0.1, 0.6, 0.0], [-0.1, -0.2, -0.3], [-0.4, 0.1, 0.0], [0.7, 0.2, -0.1], [-0.6, 0.3, 0.3], [-0.1, -0.1, -0.3], [0.2, -1.1, -0.2], [-0.1, 0.7, -0.2], [1.4, -1.2, 1.0], [-0.2, 0.0, 0.2], [0.0, 0.0, -0.2], [0.0, 0.1, -0.4], [-0.6, 0.5, -0.1], [-0.3, 0.7, 0.0], [-0.2, 0.2, -0.4], [-0.2, -1.1, -0.1], [-0.7, -1.1, -1.8], [1.8, 0.1, 0.5], [-0.3, 0.2, 0.5], [0.4, -0.1, 0.2], [-0.5, 0.8, 0.2], [-0.1, 0.8, -0.6], [-1.1, 0.3, 1.0], [0.5, 0.3, 0.0], [0.3, 0.3, -0.2], [1.1, -1.0, -0.3], [-0.4, 1.3, 0.3], [-0.3, 0.4, 0.0], [-0.3, -0.3, 0.6], [0.0, -0.2, 0.0], [0.3, 0.0, -0.3], [-0.8, -0.2, 0.2], [0.0, -0.2, -0.3], [-0.4, 0.3, -0.1], [3.6, 1.9, -0.7], [-1.5, 0.0, -0.5], [-0.5, 0.6, 0.1], [-1.5, -0.1, 1.8], [-1.3, -2.2, 1.3], [-0.2, -0.4, 0.1], [-0.4, 0.5, -0.1], [0.2, -0.3, 0.3], [0.4, 0.9, -0.8], [-0.1, -0.2, -0.4], [1.0, -0.6, -0.2], [-0.2, -0.4, -0.9], [0.8, -0.5, -0.7], [0.2, 0.4, 0.3], [0.2, -0.5, 0.2], [-0.5, 0.3, -0.2], [1.0, -0.9, 0.6], [0.5, -0.8, 0.3], [1.4, -1.2, 1.9], [-2.2, 0.0, 0.1], [2.3, 0.0, -1.5], [-1.5, -0.2, -0.6], [0.3, 0.5, -0.2], [-0.4, -0.3, -0.3], [0.3, 0.0, -0.4], [0.6, 0.6, 0.5], [0.5, 0.7, 0.4], [-0.8, 0.1, -0.9], [-1.1, 1.3, 0.8], [0.2, 0.0, 0.4], [0.1, 0.2, -0.5], [-0.7, -0.4, -0.2], [-0.3, 0.4, -0.4], [-1.7, 0.2, -0.5], [0.4, -0.2, 0.6], [1.1, 0.3, 0.7], [0.5, 0.5, -0.2], [0.0, -0.1, -0.1], [0.0, -0.3, -0.1], [-0.1, 0.4, -1.1], [1.2, 0.3, -1.3], [0.1, -0.4, 0.1], [-0.4, 0.2, 0.6], [-0.2, -0.9, 0.2], [0.0, 0.0, 1.6], [0.8, -1.5, 1.1], [-1.3, 1.9, -0.8], [-0.1, -0.4, 0.0], [-0.2, -0.1, 0.9], [0.0, 0.7, -0.4], [0.2, -0.2, -0.6], [0.4, -0.6, 2.1], [-0.5, -0.1, -0.7], [0.5, -0.8, 0.0], [-0.5, 0.2, -0.2], [0.0, 0.3, -0.6], [-0.2, 0.9, -0.6]],
  "e_tot_ev": -45194.17862,
  "homo_energy_ev": -8.64,
  "smiles": "COC[C@H](C)N.COC[C@H](C)N.CCO.CCO.CCO.CCO.CO.CO.CO.CO",
  "total_charge": 0,
  "gap_ev": 8.808,
  "relative_energy_kj_mol": 486.9
}